[1]
{
  "formula": "C43H58AsGaIN2PSi3",
  "method": "the ωB97M-V functional and the def2-TZVPD basis",
  "total_charge": 2,
  "de_lowest_kj_mol": 32.25,
  "mol_weight_g_mol": 989.7,
  "energy_ev": -202741.5803,
  "lumo_ev": -5.204,
  "elements": ["I", "As", "Ga", "P", "Si", "Si", "Si", "N", "N", "C", "C", "C", "C", "C", "C", "C", "C", "C", "C", "C", "C", "C", "C", "C", "C", "C", "C", "C", "C", "C", "C", "C", "C", "C", "C", "C", "C", "C", "C", "C", "C", "C", "C", "C", "C", "C", "C", "C", "C", "C", "C", "C", "H", "H", "H", "H", "H", "H", "H", "H", "H", "H", "H", "H", "H", "H", "H", "H", "H", "H", "H", "H", "H", "H", "H", "H", "H", "H", "H", "H", "H", "H", "H", "H", "H", "H", "H", "H", "H", "H", "H", "H", "H", "H", "H", "H", "H", "H", "H", "H", "H", "H", "H", "H", "H", "H", "H", "H", "H", "H"],
  "coordinates": [[3.68594, -0.22907, 0.33975], [0.80456, 2.52854, -0.42892], [0.79171, 0.05557, 0.20684], [0.70888, -2.48472, -0.47198], [0.09456, 2.81366, -2.71394], [-0.65011, 3.66940, 1.13357], [2.96269, 3.61866, -0.13056], [-1.26217, -0.21694, -0.39278], [-3.68647, -0.51248, -0.59862], [4.34939, -0.76012, 4.58664], [-0.47179, -0.65576, 4.20473], [4.35578, -4.16013, -1.03722], [-0.18407, -2.40572, -4.47195], [-0.65273, -3.18950, 0.51713], [-1.75162, 2.45314, -2.82391], [4.47956, -0.56498, 3.19901], [-2.73391, -4.26306, 2.03305], [3.10748, -0.84704, 5.14331], [2.04031, -0.48330, 2.94818], [0.15413, -4.31830, -2.48271], [1.94074, -0.71366, 4.35479], [-5.71413, 0.45811, 0.43142], [-4.32279, -0.76825, -1.90344], [-0.42040, 5.52296, 0.90035], [0.84957, -0.30239, 2.19294], [3.23655, -3.34957, -1.08544], [2.23737, -4.60901, 0.70311], [-2.43455, 3.19762, 0.74519], [2.16766, -3.56222, -0.21107], [0.66014, -0.81260, 4.94813], [3.53395, 3.27559, 1.63274], [3.35870, -0.44627, 2.43108], [4.43747, -5.17798, -0.09583], [-0.36587, -0.38315, 2.82912], [4.05097, 2.97369, -1.52870], [0.46184, 4.58896, -3.20695], [-0.48621, -3.42476, 1.88260], [-2.41272, -0.34304, -0.49486], [-5.67888, 1.14393, -0.93711], [0.10193, -2.00926, -3.17194], [-2.91758, -4.00573, 0.68170], [-1.88453, -3.47344, -0.07411], [-0.13861, -4.70868, -3.77658], [-0.30196, -3.75252, -4.77350], [-4.56043, -0.55710, 0.58391], [1.14239, 1.52657, -3.60386], [-1.51828, -3.96876, 2.63202], [0.27453, -2.96134, -2.17523], [-5.57868, 0.11295, -2.06080], [-0.13816, 3.12628, 2.85977], [2.78449, 5.47355, -0.38473], [3.37404, -5.40564, 0.76223], [-2.03153, -3.29338, -1.13144], [-6.66493, -0.06288, 0.54599], [-0.01605, 4.82962, -4.15882], [-1.36922, -4.16337, 3.68626], [2.98837, -1.02927, 6.20410], [0.60225, -1.01716, 6.01029], [-6.58797, 1.72929, -1.06908], [-0.27195, 3.93477, 3.58165], [5.23997, -0.85456, 5.19231], [-1.33123, 6.04074, 1.20913], [-1.27647, -0.24635, 2.25526], [-5.55465, 0.61480, -3.02713], [-6.47201, -0.51260, -2.04598], [3.11717, 4.01341, 2.32066], [-0.21654, 5.80457, -0.13343], [0.07809, 5.28748, -2.46115], [-4.94091, -1.57652, 0.67548], [3.96038, 1.90033, -1.68992], [-5.66387, 1.20654, 1.22185], [5.32115, -5.79947, -0.04263], [1.40881, -4.83853, 1.35382], [-4.83413, 1.83408, -0.98591], [3.17977, -2.56274, -1.82976], [-3.07513, 3.37230, 1.61259], [3.25747, 2.28289, 1.99224], [-0.30855, -1.66476, -5.25096], [-3.95254, -0.35261, 1.46394], [5.10084, 3.18836, -1.31613], [2.27403, 5.97372, 0.43675], [5.16452, -4.00234, -1.73879], [-3.58650, -0.56487, -2.67981], [3.41607, -6.21587, 1.47805], [-0.51916, -4.06364, -5.78661], [-1.44966, -0.74149, 4.66148], [4.62218, 3.35505, 1.68892], [-2.51304, 2.14661, 0.46816], [2.26794, 5.72340, -1.31115], [1.53239, 4.76161, -3.32500], [-2.81902, 3.80391, -0.07703], [0.45342, -3.19202, 2.36462], [3.79786, 3.48863, -2.45766], [0.93155, 1.48337, -4.67380], [-0.73782, 2.28561, 3.20131], [2.20502, 1.74381, -3.48231], [5.46531, -0.50892, 2.75742], [0.39350, 5.89565, 1.52365], [-3.53427, -4.69710, 2.61803], [-2.00990, 1.54674, -2.27419], [-4.57809, -1.82869, -1.95870], [3.79106, 5.89591, -0.44881], [-2.05162, 2.31685, -3.86521], [0.95403, 0.53524, -3.18403], [0.19153, -0.95535, -2.93110], [0.29467, -5.05992, -1.70604], [-3.86358, -4.23902, 0.20932], [-0.23249, -5.76135, -4.00836], [0.90764, 2.81489, 2.89001], [-2.33486, 3.28197, -2.41897]],
  "mulliken_charge": [0.24, 0.46, -1.53, 0.80, 0.54, 0.47, 0.42, 1.16, 1.13, -0.89, -0.90, -0.85, -0.69, 1.02, -0.42, -0.64, -0.97, -0.90, -1.20, -0.46, 0.87, -0.79, -0.72, -1.15, 2.66, -0.83, -0.49, -0.63, 1.00, -1.20, -0.64, 0.41, -0.64, 0.04, -0.87, -1.16, -0.40, -1.49, -0.32, 0.64, -0.73, -0.91, -0.86, -0.63, -0.38, -0.35, -1.09, 0.14, -0.81, -0.76, -1.07, -0.82, 0.40, 0.33, 0.45, 0.51, 0.47, 0.42, 0.48, 0.59, 0.43, 0.44, 0.07, 0.37, 0.33, 0.36, 0.29, 0.30, 0.46, 0.11, 0.38, 0.44, 0.55, -0.07, 0.57, 0.59, -0.04, 0.50, 0.12, 0.43, 0.31, 0.48, 0.42, 0.47, 0.43, 0.54, 0.44, -0.37, 0.28, 0.29, 0.38, 0.53, 0.33, 0.45, 0.13, 0.31, 0.53, 0.34, 0.45, -0.51, 0.38, 0.40, 0.59, -0.20, -0.42, 0.50, 0.57, 0.47, 0.09, 0.33]
}

---

[2]
{
  "formula": "C4H8N2O2",
  "method": "the ωB97M-V functional and the def2-TZVPD basis",
  "de_lowest_kj_mol": 378.59,
  "smiles": "[H]/N=C(\\NO)[C@H](C)C=O",
  "mol_weight_g_mol": 116.1,
  "energy_ev": -11350.1889,
  "lumo_ev": 0.507,
  "elements": ["O", "O", "N", "N", "C", "C", "C", "C", "H", "H", "H", "H", "H", "H", "H", "H"],
  "coordinates": [[2.39194, 0.20432, 0.55113], [0.63512, 2.41223, -0.40356], [1.73843, -0.76661, -0.19628], [-0.36354, -1.89338, -0.50038], [0.02339, 1.34430, -0.53592], [-0.38901, 0.30842, 0.42269], [0.34738, -0.90591, -0.05070], [-1.93631, 0.23335, 0.39042], [-2.26121, -0.55400, 1.04722], [-2.17515, 0.04804, -0.64198], [2.05781, 1.14376, 0.28358], [-0.15699, 0.97905, -1.55883], [-2.43277, 1.20597, 0.60530], [-0.09320, 0.53044, 1.40708], [2.29509, -1.62927, -0.15561], [0.31903, -2.66071, -0.66417]],
  "mulliken_charge": [-0.40, -0.55, -0.15, -0.59, -0.18, 0.43, 0.28, -1.54, 0.38, 0.37, 0.38, 0.36, 0.39, 0.34, 0.27, 0.21]
}

---

[3]
{
  "formula": "C10H11NO2",
  "method": "the ωB97M-V functional and the def2-TZVPD basis",
  "de_lowest_kj_mol": 675.55,
  "mol_weight_g_mol": 177.2,
  "energy_ev": -16127.2895,
  "lumo_ev": [-0.186, -0.103],
  "elements": ["O", "O", "N", "C", "C", "C", "C", "C", "C", "C", "C", "C", "C", "H", "H", "H", "H", "H", "H", "H", "H", "H", "H", "H"],
  "coordinates": [[0.78638, 1.28389, -1.75654], [3.16750, -2.12401, 0.38774], [0.92383, -1.72919, -0.07018], [1.93321, -1.44095, 0.64984], [-2.59229, -0.97711, -0.31336], [2.07974, 1.59625, 0.19380], [0.95250, 1.10934, -0.40506], [-2.73592, 0.34584, 0.42728], [-0.24038, -1.01783, -0.16464], [-1.42581, -1.62631, -0.63130], [-1.46568, 1.19840, 0.03463], [3.04867, 2.28667, 0.48845], [-0.16441, 0.46291, 0.31424], [-3.49552, 0.89497, 0.20177], [3.91702, 2.68722, 0.86801], [3.35957, -2.39824, -0.50655], [-2.62668, 0.17120, 1.44251], [-1.40821, 1.41552, -0.95123], [0.41338, 0.50983, -2.21421], [-1.36916, -2.64130, -1.05645], [-3.41903, -1.59400, -0.54067], [1.97896, -0.84576, 1.54087], [-0.05861, 0.34458, 1.36933], [-1.55905, 2.08811, 0.69171]],
  "mulliken_charge": [-0.56, -0.53, -0.60, 0.07, -0.46, -0.72, 0.38, -1.16, 0.11, -0.41, -1.09, -0.27, 0.48, 0.63, 0.53, 0.32, 0.37, 0.55, 0.41, 0.39, 0.39, 0.41, 0.44, 0.29]
}

---

[4]
{
  "formula": "CHClF2OS2",
  "method": "the ωB97M-V functional and the def2-TZVPD basis",
  "de_lowest_kj_mol": 98.67,
  "mol_weight_g_mol": 166.6,
  "energy_ev": -42726.7476,
  "lumo_ev": -1.971,
  "elements": ["Cl", "S", "S", "F", "F", "O", "C", "H"],
  "coordinates": [[-0.80939, 1.30337, 0.45833], [-0.97634, -1.51259, -0.43523], [-0.85440, -2.09603, -2.24482], [1.15050, 0.66529, 1.80824], [1.48778, 2.24102, -0.05766], [-1.99573, -1.96782, 0.47705], [0.84241, 1.09809, 0.36055], [1.15515, 0.26867, -0.36647]],
  "mulliken_charge": [-0.07, 0.51, -0.14, -0.27, -0.19, -0.40, 0.41, 0.16]
}

---

[5]
{
  "formula": "C22H47NO8S",
  "method": "the ωB97M-V functional and the def2-TZVPD basis",
  "smiles": "CCSC[C@H]1C[N@H+](C(=O)[O-])C[C@H](OC[C@@H](C)C(C)C)O1.COCCOC.COCCOC",
  "mol_weight_g_mol": 485.7,
  "energy_ev": -52276.4945,
  "lumo_ev": 0.290,
  "elements": ["S", "O", "O", "O", "O", "O", "O", "O", "O", "N", "C", "C", "C", "C", "C", "C", "C", "C", "C", "C", "C", "C", "C", "C", "C", "C", "C", "C", "C", "C", "C", "C", "H", "H", "H", "H", "H", "H", "H", "H", "H", "H", "H", "H", "H", "H", "H", "H", "H", "H", "H", "H", "H", "H", "H", "H", "H", "H", "H", "H", "H", "H", "H", "H", "H", "H", "H", "H", "H", "H", "H", "H", "H", "H", "H", "H", "H", "H", "H"],
  "coordinates": [[-5.49892, 3.80404, -1.51614], [5.88681, -1.55961, 3.67154], [-3.68508, 1.66883, -1.00864], [1.12984, 0.97045, 0.11883], [5.46098, -3.17804, 1.25741], [1.51703, -0.20106, 5.75012], [0.26601, 2.15316, -1.53432], [-0.21768, 0.17303, 3.40979], [-2.31016, 0.31293, -2.37645], [-1.11271, 1.52042, 0.37715], [-2.95074, 0.46341, -1.10278], [-6.08406, 1.48370, -2.98935], [1.92714, 1.14697, 5.56699], [-5.55454, 2.98978, -3.17722], [-1.93175, 2.76140, 0.27097], [-3.72285, 4.14132, -1.09036], [0.48857, -1.61877, -2.87804], [6.88567, -2.36801, 3.05771], [0.66331, -0.85915, -5.30323], [4.39424, -2.29268, 0.94606], [-2.41241, -1.04745, -2.82999], [-0.25761, -1.67281, -4.27783], [-0.43456, -0.80384, 4.42303], [-1.93644, 0.27669, -4.99365], [0.92918, -0.11640, 2.60770], [-2.82716, 2.82976, -1.01573], [0.17666, 1.55208, -0.41353], [6.66860, -2.48891, 1.55704], [4.86122, -2.33163, 4.28214], [-1.75450, -1.13536, -4.25998], [0.10109, -0.34350, 5.76958], [-1.86799, 0.27001, 0.03493], [0.67384, -0.88664, 1.87466], [-4.49667, 2.93240, -3.54737], [4.54708, -3.16965, 3.65587], [4.49693, -1.94059, -0.08500], [2.97050, 1.14343, 5.25052], [0.18360, -0.80016, -6.31777], [-1.28837, 3.67985, 0.32813], [-0.24634, -2.74028, -4.62371], [-6.78583, 1.24386, -3.82941], [-1.23963, 1.05420, -4.59293], [4.00048, -1.68212, 4.44777], [-2.05169, -1.81435, -2.09259], [1.21158, 0.78833, 2.08537], [1.64403, -1.42001, -5.36123], [0.93380, 0.16075, -4.90484], [7.48732, -3.07681, 1.13033], [6.67945, -1.50448, 1.07769], [-2.14007, 2.84994, -1.91420], [-1.75979, 0.13151, -6.09985], [-0.13328, -1.10584, 6.51897], [-3.52339, -1.25288, -2.97488], [1.58288, -1.44104, -3.10223], [-2.43249, -0.07890, 0.95048], [-6.17423, 3.53758, -3.92908], [0.17504, -0.77746, -2.20836], [0.00260, -1.76465, 4.13320], [-2.37153, -1.86724, -4.86241], [6.92792, -3.35505, 3.52996], [-3.64710, 4.79619, -0.18164], [1.78007, -0.44970, 3.20718], [7.84675, -1.87378, 3.23359], [-2.60496, 2.77755, 1.18024], [5.21530, -2.70805, 5.24741], [3.45803, -2.84398, 1.04101], [-3.70803, -0.37471, -1.02804], [1.84424, 1.68856, 6.51474], [-3.33051, 4.75304, -1.95478], [4.36062, -1.43542, 1.62152], [1.33568, 1.65677, 4.80377], [0.39107, -2.63472, -2.39134], [-6.57219, 1.37285, -1.98512], [-1.51792, -0.94268, 4.50562], [-3.02253, 0.54047, -4.88008], [-1.13151, -0.51619, -0.27614], [-5.16171, 0.84106, -2.98248], [-0.37550, 0.59106, 6.08394], [-0.83073, 1.41721, 1.36976]],
  "mulliken_charge": [-0.21, -0.37, -0.26, -0.57, -0.42, -0.32, -0.67, -0.37, 0.11, 0.70, -0.58, -0.56, -0.72, -0.30, -1.27, -0.91, -1.02, -0.49, -1.54, -0.79, -0.98, 0.43, -0.65, -1.34, -0.54, 0.73, 0.30, -0.47, -0.55, 0.29, -0.52, -0.55, 0.27, 0.10, 0.31, 0.39, 0.22, 0.32, 0.42, 0.27, 0.35, 0.18, 0.04, 0.30, 0.27, 0.46, 0.32, 0.39, 0.31, 0.20, 0.43, 0.37, 0.48, 0.42, 0.37, 0.46, 0.05, 0.36, 0.30, 0.31, 0.41, 0.24, 0.37, 0.44, 0.34, 0.26, 0.49, 0.31, 0.34, 0.32, 0.31, 0.25, 0.34, 0.38, 0.35, 0.31, -0.21, 0.36, 0.08]
}

---

[6]
{
  "formula": "C5H11ClO",
  "method": "the ωB97M-V functional and the def2-TZVPD basis",
  "de_lowest_kj_mol": 343.90,
  "mol_weight_g_mol": 122.6,
  "energy_ev": -19929.4951,
  "lumo_ev": [0.874, 0.673],
  "elements": ["Cl", "O", "C", "C", "C", "C", "C", "H", "H", "H", "H", "H", "H", "H", "H", "H", "H", "H"],
  "coordinates": [[0.18311, -2.61930, 0.15837], [-2.59471, -1.56725, -0.10940], [1.46424, -0.11072, -0.56690], [0.40807, -0.82744, 0.20883], [-2.14118, 0.82737, 0.40873], [-1.98884, -0.36933, -0.49247], [2.57056, 0.41038, 0.26220], [-1.48303, -0.35475, -1.45143], [-3.27328, 1.02378, 0.45560], [0.10715, -0.47226, 1.17397], [-2.25035, -2.43269, -0.49188], [0.96107, 0.72838, -1.17382], [1.74001, -0.83971, -1.37849], [2.32975, 1.24890, 0.96874], [2.99020, -0.34351, 1.05914], [3.33721, 0.77292, -0.41370], [-1.81836, 0.77019, 1.42873], [-1.61338, 1.59869, -0.17943]],
  "mulliken_charge": [-0.25, -0.51, 0.04, -0.62, -0.82, -0.21, -1.16, 0.50, 0.29, 0.44, 0.34, 0.16, 0.30, 0.32, 0.29, 0.34, 0.32, 0.24]
}

---

Repeat the sixth record exactly.
{
  "formula": "C5H11ClO",
  "method": "the ωB97M-V functional and the def2-TZVPD basis",
  "de_lowest_kj_mol": 343.90,
  "mol_weight_g_mol": 122.6,
  "energy_ev": -19929.4951,
  "lumo_ev": [0.874, 0.673],
  "elements": ["Cl", "O", "C", "C", "C", "C", "C", "H", "H", "H", "H", "H", "H", "H", "H", "H", "H", "H"],
  "coordinates": [[0.18311, -2.61930, 0.15837], [-2.59471, -1.56725, -0.10940], [1.46424, -0.11072, -0.56690], [0.40807, -0.82744, 0.20883], [-2.14118, 0.82737, 0.40873], [-1.98884, -0.36933, -0.49247], [2.57056, 0.41038, 0.26220], [-1.48303, -0.35475, -1.45143], [-3.27328, 1.02378, 0.45560], [0.10715, -0.47226, 1.17397], [-2.25035, -2.43269, -0.49188], [0.96107, 0.72838, -1.17382], [1.74001, -0.83971, -1.37849], [2.32975, 1.24890, 0.96874], [2.99020, -0.34351, 1.05914], [3.33721, 0.77292, -0.41370], [-1.81836, 0.77019, 1.42873], [-1.61338, 1.59869, -0.17943]],
  "mulliken_charge": [-0.25, -0.51, 0.04, -0.62, -0.82, -0.21, -1.16, 0.50, 0.29, 0.44, 0.34, 0.16, 0.30, 0.32, 0.29, 0.34, 0.32, 0.24]
}